70
Properties=species:S:1:pos:R:3:forces:R:3:lowdin_charge:R:1 method="wB97M-V/def2-TZVPD" fmax_ev_per_a=2.49 orbital_gap_ev="5.963 / 5.966" de_lowest_ev=1.057 e_lumo_ev="-4.91 / -4.90" energy_ha=-4752.91662 spin_multiplicity=1 total_charge=+1
Pd -0.576 0.138 0.318 -2.1 0.1 -1.3 0.80
N 6.549 -0.674 4.837 -0.2 0.0 -0.2 0.13
C 5.761 -0.651 3.726 0.1 0.0 0.1 -0.30
C 5.893 0.375 2.776 0.0 0.1 0.0 -0.01
C 5.119 0.384 1.640 -0.1 -0.1 -0.1 -0.06
C 4.185 -0.634 1.426 0.1 0.0 0.1 -0.30
C 4.046 -1.665 2.357 0.0 0.2 -0.1 -0.05
C 4.820 -1.668 3.495 0.0 0.0 0.1 -0.02
S 3.291 -0.632 -0.073 -0.3 -0.3 -0.4 0.74
O 4.093 -0.115 -1.133 0.0 0.0 0.1 -0.23
O 3.009 -2.124 -0.286 -0.2 0.4 0.4 -0.33
N 1.822 0.015 0.035 0.8 0.4 -0.1 -0.15
C 1.823 1.405 0.047 1.1 -0.7 0.0 -0.49
N 0.640 1.984 -0.201 0.9 -1.1 0.7 0.02
C 0.612 3.308 -0.188 -0.4 0.5 -0.1 -0.12
C 1.742 4.061 0.020 0.1 0.3 -0.1 -0.03
C 2.913 3.367 0.298 0.1 0.3 0.1 -0.08
N 2.966 2.052 0.343 -0.6 -0.1 -0.2 0.12
H 7.192 0.070 5.026 0.0 0.0 0.0 0.10
H 6.441 -1.388 5.531 0.0 0.0 0.0 0.10
H 6.629 1.155 2.932 0.0 0.0 0.0 0.12
H 5.226 1.162 0.899 0.1 -0.1 0.0 0.11
H 3.366 -2.484 2.183 -0.1 0.0 0.0 0.10
H 4.725 -2.477 4.210 0.0 0.0 0.0 0.12
H -0.351 3.770 -0.381 0.0 0.0 0.1 0.11
H 1.713 5.141 -0.021 0.0 -0.1 0.0 0.11
H 3.844 3.885 0.519 -0.1 0.0 0.0 0.13
Cl -2.555 1.791 0.122 -0.1 0.2 -0.1 0.76
C -3.270 0.198 0.048 0.2 -0.1 0.0 -0.68
C -2.373 -0.854 0.091 0.8 0.4 1.0 -0.23
C -2.915 -2.132 0.064 0.1 -0.2 0.0 -0.63
Cl -1.937 -3.555 0.131 -0.8 -0.3 -0.6 0.78
C -4.301 -2.318 -0.016 0.0 0.0 -0.1 -0.69
Cl -4.952 -3.901 -0.074 0.0 0.0 0.0 0.73
C -5.165 -1.223 -0.055 -0.1 -0.2 0.0 -0.70
Cl -6.858 -1.451 -0.139 0.0 0.0 0.0 0.74
C -4.642 0.062 -0.020 -0.1 0.2 -0.1 -0.71
Cl -5.649 1.445 -0.056 0.0 0.0 0.0 0.74
N -0.096 -0.005 7.903 0.0 -0.1 0.3 0.19
C -0.189 0.157 6.774 -0.1 0.2 -0.7 -0.15
C -0.283 0.359 5.341 0.1 -0.1 0.7 -0.21
C 0.854 0.544 4.586 0.7 0.1 -0.3 0.02
C 0.730 0.668 3.209 0.8 0.0 0.3 -0.11
N -0.431 0.612 2.577 -0.3 -0.3 -0.1 0.01
C -1.523 0.487 3.315 -0.6 0.0 0.5 -0.11
C -1.500 0.359 4.697 -0.7 0.0 -0.3 0.02
H 1.829 0.589 5.055 0.0 0.0 -0.1 0.13
H 1.614 0.810 2.599 0.1 -0.1 0.0 0.10
H -2.464 0.502 2.783 -0.1 -0.1 0.0 0.10
H -2.421 0.268 5.258 0.0 -0.1 -0.1 0.13
C 0.678 -2.827 1.295 0.4 0.1 0.3 -0.21
Si 1.558 -3.092 -0.329 0.2 0.1 0.0 0.52
C 0.727 -2.521 -1.889 0.1 -0.1 -0.1 -0.15
C 2.295 -4.783 -0.388 0.1 -0.1 0.0 -0.24
C 1.661 -5.857 0.247 0.0 0.0 0.0 -0.10
C 2.239 -7.120 0.255 -0.1 0.0 0.0 -0.08
C 3.453 -7.329 -0.385 0.0 0.0 0.0 -0.07
C 4.084 -6.279 -1.042 0.0 0.0 0.0 -0.07
C 3.512 -5.014 -1.039 0.0 0.0 0.0 -0.08
H 0.735 -3.723 1.921 0.0 0.1 -0.1 0.05
H -0.370 -2.607 1.157 0.4 0.3 0.3 -0.09
H 1.121 -2.002 1.850 0.2 0.1 0.1 0.01
H 0.240 -3.334 -2.427 0.0 -0.1 0.0 0.05
H 1.478 -2.071 -2.546 -0.1 -0.1 0.0 0.05
H -0.022 -1.763 -1.695 -0.3 0.3 0.1 0.00
H 0.707 -5.706 0.750 0.1 -0.1 0.0 0.09
H 1.748 -7.938 0.772 0.0 0.1 -0.1 0.11
H 3.909 -8.311 -0.372 0.0 0.0 0.0 0.11
H 5.028 -6.445 -1.547 0.0 0.0 0.0 0.11
H 4.027 -4.193 -1.531 0.0 -0.1 0.0 0.11

=====

70
Properties=species:S:1:pos:R:3:forces:R:3:lowdin_charge:R:1 method="wB97M-V/def2-TZVPD" fmax_ev_per_a=2.50 orbital_gap_ev=7.323 de_lowest_ev=0.000 e_lumo_ev=-3.39 energy_ha=-3097.08337 spin_multiplicity=1 total_charge=+1
Sn -0.843 0.126 -0.879 0.9 0.5 0.7 1.16
O 0.508 1.853 -1.154 -1.1 -2.1 -0.8 -0.16
N 0.197 2.863 -0.461 0.7 1.0 0.5 0.01
N -0.515 2.652 0.555 0.3 0.6 -0.2 -0.24
O -1.081 1.537 0.888 0.3 -1.7 -1.2 -0.17
C -0.649 3.747 1.426 -0.6 1.1 1.2 -0.18
C -1.904 3.945 2.014 -0.1 -0.1 -0.3 0.00
C -2.123 5.095 2.775 1.1 -0.7 -0.2 -0.05
C -1.025 5.923 2.979 -0.7 0.9 0.5 -0.07
C 0.235 5.678 2.444 -0.7 0.4 0.7 -0.07
C 0.458 4.571 1.678 -1.0 -0.7 -0.5 0.00
H -2.680 3.184 1.855 0.3 0.5 0.0 0.13
H -3.066 5.295 3.261 -0.1 0.0 -0.1 0.11
H -1.193 6.815 3.599 0.3 -0.4 -0.3 0.12
H 1.019 6.362 2.685 0.5 0.2 0.0 0.11
H 1.421 4.351 1.268 0.3 -0.1 -0.2 0.12
C 5.263 -4.056 4.809 -0.7 -0.3 1.0 -0.05
C 4.703 -3.417 3.606 -1.0 0.7 -0.7 -0.27
C 4.720 -4.116 2.404 0.3 0.0 -0.1 -0.03
C 4.103 -3.601 1.289 -0.7 0.6 -1.1 -0.01
C 3.458 -2.373 1.341 0.3 -0.4 1.0 -0.35
C 3.418 -1.646 2.531 -0.5 0.2 -0.8 -0.02
C 4.022 -2.179 3.657 0.4 -0.9 -0.4 -0.03
S 1.201 -2.464 0.232 -0.2 -0.2 -1.5 0.94
O 1.251 -3.772 -0.426 -0.3 0.6 0.8 -0.40
O 2.764 -1.944 0.214 0.1 0.5 0.6 -0.30
N 0.732 -1.355 -0.971 -0.7 0.2 1.5 -0.29
C 1.394 -1.408 -2.181 -1.1 1.3 -1.4 -0.28
C 2.476 -2.133 -2.545 0.4 -1.0 0.3 0.00
C 3.005 -2.055 -3.846 0.9 -0.2 -0.2 -0.03
C 2.473 -1.278 -4.823 0.6 -0.2 -0.7 -0.03
C 1.267 -0.599 -4.580 0.0 -0.1 0.7 -0.14
C 0.503 0.064 -5.543 -1.0 0.4 -0.7 0.05
C -0.794 0.483 -5.230 0.5 -0.1 -1.2 -0.02
C -1.230 0.335 -3.948 -0.5 0.3 1.3 -0.10
N -0.437 -0.122 -2.981 -1.1 0.2 0.0 -0.03
C 0.755 -0.671 -3.253 0.3 -0.2 -0.1 -0.13
H 6.313 -4.243 4.729 0.6 -0.2 -0.1 0.08
H 4.732 -4.991 5.040 0.3 0.0 -0.3 0.10
H 5.085 -3.446 5.683 0.2 0.3 0.3 0.07
H 5.208 -5.082 2.328 0.0 0.0 0.1 0.12
H 4.005 -4.096 0.324 0.4 -0.3 0.3 0.12
H 2.862 -0.697 2.516 0.3 -0.4 0.3 0.12
H 3.924 -1.683 4.599 0.1 0.3 0.4 0.10
H 2.854 -2.866 -1.843 0.3 0.3 -0.3 0.10
H 3.915 -2.633 -4.062 -0.5 0.2 0.1 0.13
H 2.939 -1.245 -5.807 -0.2 0.0 0.2 0.12
H 0.867 0.204 -6.573 0.0 -0.2 0.6 0.14
H -1.515 0.902 -5.939 0.7 -0.2 0.0 0.13
H -2.242 0.629 -3.646 0.6 -0.1 -0.2 0.11
F -7.431 -0.147 -2.076 0.0 0.2 -0.3 0.16
C -6.276 -0.570 -1.575 1.6 0.3 -0.4 -0.59
F -6.012 -1.768 -2.124 -0.1 0.0 0.5 0.15
F -6.462 -0.682 -0.261 0.3 -0.4 0.2 0.17
C -5.087 0.412 -1.882 -1.3 -0.1 0.3 -0.06
C -5.460 1.569 -2.555 1.0 -0.2 0.2 0.02
C -4.569 2.632 -2.692 0.5 -0.5 1.0 -0.01
C -3.342 2.530 -2.042 -0.6 -1.0 -0.7 -0.08
N -2.932 1.346 -1.538 0.4 1.5 -0.2 -0.08
C -3.753 0.309 -1.436 0.1 -0.6 0.4 -0.62
S -2.894 -1.056 -0.679 -1.2 -0.6 -0.1 0.72
H -6.455 1.632 -2.938 -0.4 0.1 -0.2 0.13
H -4.858 3.528 -3.181 -0.2 0.6 -0.3 0.11
H -2.649 3.346 -1.966 0.3 0.2 -0.1 0.12
C -0.666 -1.774 4.592 0.9 0.4 -0.2 -0.04
C -1.140 -1.151 3.340 0.9 -0.9 1.3 -0.22
N -1.319 -0.768 2.282 -0.3 0.3 -1.0 0.14
H -1.379 -2.456 5.026 -0.4 0.1 0.1 0.08
H -0.309 -1.022 5.310 -0.6 -0.1 -0.2 0.09
H 0.241 -2.353 4.358 -0.3 0.1 -0.2 0.09

=====

65
Properties=species:S:1:pos:R:3:forces:R:3:lowdin_charge:R:1 method="wB97M-V/def2-TZVPD" fmax_ev_per_a=1.03 orbital_gap_ev=5.090 de_lowest_ev=0.909 e_lumo_ev=2.21 energy_ha=-4893.55282 spin_multiplicity=1 total_charge=-1
Ag -0.461 0.073 -0.088 -0.9 -0.1 0.4 0.56
C 1.145 1.400 4.398 0.0 0.0 0.0 -0.09
C 0.339 0.575 5.173 0.0 0.0 0.0 -0.09
C -0.307 -0.490 4.578 0.0 0.0 0.0 -0.03
C -0.128 -0.736 3.208 0.0 0.1 0.1 -0.25
N 0.630 0.080 2.474 0.4 0.0 -0.2 0.08
C 1.242 1.110 3.048 -0.1 0.0 0.0 -0.15
C -0.770 -1.888 2.521 0.0 -0.1 0.0 -0.24
C -1.004 -3.044 3.278 0.0 0.0 0.0 -0.09
C -1.601 -4.153 2.704 0.0 0.0 0.0 -0.14
C -1.967 -4.091 1.364 0.0 0.0 0.0 -0.14
C -1.714 -2.939 0.630 -0.1 0.0 -0.1 -0.17
C -1.106 -1.786 1.155 0.3 0.1 -0.1 -0.13
H 1.665 2.251 4.818 0.0 0.0 0.0 0.09
H 0.201 0.772 6.230 0.0 0.0 0.0 0.09
H -0.969 -1.118 5.156 0.0 0.0 0.0 0.10
H 1.818 1.742 2.377 0.0 0.0 0.0 0.09
H -0.688 -3.101 4.315 0.0 0.0 0.0 0.09
H -1.768 -5.053 3.287 0.0 0.0 0.0 0.08
H -2.442 -4.946 0.892 0.0 0.0 0.0 0.08
H -2.013 -2.942 -0.417 0.0 0.0 0.0 0.06
N 0.764 -1.892 -4.259 0.0 0.0 0.0 0.16
C -0.389 -1.415 -4.850 0.0 0.0 0.0 -0.19
C -0.916 -1.528 -6.132 0.0 0.0 0.0 -0.04
C -2.118 -0.884 -6.365 0.0 0.0 -0.1 -0.11
C -2.771 -0.150 -5.364 0.0 0.0 0.0 -0.10
C -2.245 -0.042 -4.091 0.0 0.0 0.0 0.00
C -1.041 -0.695 -3.839 0.0 0.0 0.1 -0.21
N -0.306 -0.742 -2.671 0.2 -0.1 -0.1 0.17
C 0.749 -1.444 -2.957 -0.1 0.1 -0.1 -0.27
C 1.808 -1.727 -1.996 0.2 -0.1 0.0 -0.33
C 2.923 -2.494 -2.179 -0.1 0.1 0.1 -0.36
S 3.843 -2.523 -0.735 0.0 0.0 -0.1 0.99
C 2.673 -1.506 0.009 -0.2 0.1 0.1 -0.47
N 1.687 -1.174 -0.751 0.2 0.0 0.0 -0.02
H 1.482 -2.437 -4.698 0.0 0.0 0.0 0.15
H -0.415 -2.085 -6.914 0.0 0.0 0.0 0.10
H -2.564 -0.943 -7.350 0.0 0.0 0.0 0.09
H -3.704 0.346 -5.602 0.0 0.0 0.0 0.09
H -2.716 0.532 -3.305 0.0 0.0 0.0 0.11
H 3.236 -3.036 -3.056 0.0 0.0 0.0 0.06
H 2.744 -1.178 1.036 0.0 0.0 0.0 0.08
Cl -1.957 3.237 -1.498 0.1 0.0 0.0 0.23
C -1.930 1.765 -0.241 0.1 0.1 -0.2 -0.61
H -2.911 1.353 -0.498 0.0 -0.1 0.1 -0.09
H -2.071 2.330 0.685 0.0 0.0 0.0 -0.08
C 4.438 4.451 -0.757 0.0 0.0 0.0 -0.05
N 3.088 4.738 -1.167 -0.1 0.0 -0.1 -0.09
C 2.108 3.801 -1.372 0.1 -0.1 0.1 -0.77
Se 2.187 1.997 -1.158 0.3 0.0 0.0 0.62
N 0.995 4.475 -1.740 -0.3 -0.3 0.2 0.10
C 1.226 5.831 -1.735 0.0 0.2 0.0 -0.18
C 0.408 6.918 -1.989 0.0 0.0 0.0 -0.01
C 0.982 8.181 -1.903 0.0 0.0 0.0 -0.11
C 2.326 8.350 -1.574 0.0 0.0 0.0 -0.11
C 3.147 7.260 -1.307 0.0 0.0 0.0 -0.02
C 2.572 6.003 -1.387 -0.1 0.1 -0.1 -0.17
H 4.517 3.374 -0.628 0.0 0.0 0.0 0.03
H 4.659 4.953 0.187 0.0 0.0 0.0 0.09
H 5.147 4.784 -1.517 0.0 0.0 0.0 0.09
H 0.080 3.994 -1.744 0.1 0.2 -0.1 0.01
H -0.637 6.783 -2.234 0.0 0.0 0.0 0.11
H 0.371 9.053 -2.093 0.0 0.0 0.0 0.10
H 2.737 9.350 -1.518 0.0 0.0 0.0 0.09
H 4.187 7.391 -1.039 0.0 0.0 0.0 0.10

=====

68
Properties=species:S:1:pos:R:3:forces:R:3:lowdin_spin:R:1 method="wB97M-V/def2-TZVPD" fmax_ev_per_a=2.50 orbital_gap_ev="7.497 / 7.525" e_lumo_ev="-3.18 / -3.18" energy_ha=-8732.10729 spin_multiplicity=4 total_charge=+1
Nd -0.243 -1.034 0.254 -0.8 0.4 -0.4 3.03
C -4.833 -2.593 0.351 0.3 -0.5 0.6 0.00
C -3.481 -2.024 0.653 -0.4 0.2 -0.2 0.00
N -2.356 -2.333 0.125 0.0 -0.3 0.7 -0.01
N -2.287 -3.312 -0.799 -0.1 -0.4 -0.7 0.00
C -1.107 -3.892 -0.886 0.5 0.3 0.8 0.00
N -0.967 -4.804 -1.855 -0.4 -1.0 -0.7 0.00
S 0.312 -3.706 0.128 -0.2 -0.2 0.2 -0.01
C -3.390 -0.962 1.686 0.9 0.3 -1.5 0.00
C -4.427 -0.563 2.486 -1.6 -1.5 -1.0 0.00
C -4.297 0.507 3.301 1.1 0.8 0.7 0.00
C -3.020 1.079 3.408 -1.2 1.0 0.9 0.00
C -2.024 0.643 2.581 -0.5 -0.2 -0.6 0.00
N -2.235 -0.290 1.644 0.5 0.0 1.2 0.00
H -4.835 -3.300 -0.479 0.1 0.1 0.2 0.00
H -5.563 -1.808 0.181 0.0 0.2 -0.2 0.00
H -5.145 -3.081 1.290 -0.2 -0.2 -0.4 0.00
H -1.857 -5.145 -2.193 0.1 -0.1 -0.3 0.00
H -0.220 -5.493 -1.799 -0.3 0.5 0.1 0.00
H -5.372 -1.099 2.337 0.3 0.4 0.4 0.00
H -5.147 0.865 3.847 -0.1 0.2 0.3 0.00
H -2.869 1.950 4.061 0.1 -0.6 -0.2 0.00
H -1.068 1.101 2.572 0.8 0.5 0.0 0.00
Br -4.542 0.729 -5.380 -0.2 0.1 0.1 0.00
C -3.459 0.432 -3.880 0.1 -0.5 0.1 0.00
C -3.774 0.943 -2.622 1.6 -0.6 -0.8 0.00
C -2.844 0.697 -1.613 -1.2 0.8 0.6 0.00
N -1.716 0.023 -1.765 -0.3 -0.1 -0.1 0.00
C -1.447 -0.448 -3.002 1.3 0.1 0.7 0.00
C -2.294 -0.335 -4.078 -1.2 1.5 1.5 0.00
C -0.056 -0.991 -3.156 -0.7 -0.6 -0.9 0.00
C 0.408 -1.308 -4.432 0.1 -0.2 0.7 0.00
C 1.652 -1.922 -4.489 -0.5 0.2 -0.4 0.00
Br 2.297 -2.349 -6.168 0.4 -0.3 -0.7 0.00
C 2.391 -2.205 -3.375 -0.5 0.9 1.5 0.00
C 1.856 -1.792 -2.123 1.0 -0.4 -2.1 0.00
N 0.662 -1.217 -2.043 0.0 0.0 -0.2 0.00
H -4.564 1.623 -2.435 -0.8 0.2 0.0 0.00
H -3.127 1.184 -0.651 0.8 -0.8 -0.4 0.00
H -2.050 -0.669 -5.040 0.2 -0.5 -1.0 0.00
H -0.143 -1.177 -5.369 0.2 0.2 0.6 0.00
H 3.370 -2.622 -3.481 0.3 -0.3 0.2 0.00
H 2.489 -1.917 -1.252 -0.4 0.0 0.3 0.00
S 2.096 -1.013 1.662 0.5 0.7 0.2 -0.01
P 2.132 0.996 1.253 -0.6 0.7 -1.3 0.00
S 0.601 1.637 0.033 0.1 -0.3 0.7 0.00
C 3.613 1.481 0.332 -0.4 -0.3 -0.1 0.00
C 4.797 1.005 0.831 1.0 -0.7 1.2 0.00
C 6.000 1.272 0.186 0.0 0.3 -1.1 0.00
C 5.961 1.971 -1.051 0.6 0.2 1.4 0.00
C 4.774 2.540 -1.474 0.3 -0.8 0.6 0.00
C 3.599 2.267 -0.814 -1.0 0.5 0.3 0.00
C 2.095 1.979 2.753 -0.1 -1.2 1.2 0.00
C 1.955 1.276 3.987 -0.5 0.3 -2.0 0.00
C 1.833 2.027 5.129 0.3 -0.1 -0.1 0.00
C 1.810 3.409 5.040 1.1 0.9 2.1 0.00
C 2.072 4.090 3.867 -1.0 0.1 0.4 0.00
C 2.171 3.368 2.711 0.0 -0.3 -1.0 0.00
H 4.754 0.418 1.780 0.4 0.5 -0.8 0.00
H 6.946 0.967 0.624 -0.2 -0.1 -0.2 0.00
H 6.871 2.236 -1.598 -0.2 -0.3 0.3 0.00
H 4.815 3.220 -2.273 -0.2 0.6 -1.1 0.00
H 2.658 2.734 -1.122 0.4 -0.3 0.0 0.00
H 1.813 0.178 3.937 0.5 0.8 0.4 0.00
H 1.878 1.491 6.052 -0.5 0.1 0.7 0.00
H 1.798 4.006 5.986 -0.3 -0.6 -0.9 0.00
H 2.036 5.173 3.868 0.2 -0.1 -0.1 0.00
H 2.242 3.889 1.760 0.2 -0.2 0.0 0.00